Record 1
{
  "formula": "C22H26CrN5O4S",
  "method": "ωB97M-V/def2-TZVPD",
  "s_squared": 3.79,
  "charge": 2,
  "multiplicity": 4,
  "total_energy_ha": -2870.9553,
  "homo_ev": [-14.708, -14.852],
  "elements": ["Cr", "O", "C", "N", "C", "O", "C", "C", "C", "C", "C", "N", "C", "C", "C", "C", "C", "N", "H", "H", "H", "H", "H", "H", "H", "H", "C", "O", "C", "C", "O", "C", "H", "H", "H", "H", "H", "H", "H", "H", "H", "H", "C", "C", "C", "C", "N", "C", "S", "N", "C", "H", "H", "H", "H", "H", "H", "H", "H"],
  "positions_angstrom": [[-0.377, 0.722, 0.785], [-0.136, -3.296, 0.598], [-0.007, -2.124, 0.798], [-0.760, -1.083, 0.234], [-1.630, -1.254, -0.829], [-1.740, -2.200, -1.563], [-2.441, 0.005, -1.067], [-3.531, 0.022, -1.906], [-4.201, 1.224, -2.101], [-3.733, 2.367, -1.470], [-2.629, 2.271, -0.646], [-2.002, 1.109, -0.433], [1.051, -1.571, 1.728], [1.953, -2.395, 2.359], [2.957, -1.814, 3.124], [3.025, -0.432, 3.216], [2.077, 0.330, 2.564], [1.097, -0.230, 1.843], [-3.836, -0.901, -2.383], [-5.075, 1.269, -2.738], [-4.213, 3.326, -1.613], [-2.227, 3.142, -0.145], [1.855, -3.465, 2.233], [3.685, -2.433, 3.632], [3.805, 0.058, 3.783], [2.095, 1.411, 2.606], [0.396, 3.851, 1.013], [-0.126, 2.648, 1.636], [-1.039, 2.930, 2.719], [-1.253, 1.636, 3.445], [-1.618, 0.622, 2.489], [-3.021, 0.275, 2.455], [0.975, 4.403, 1.749], [-0.427, 4.468, 0.654], [1.031, 3.556, 0.187], [-1.967, 3.334, 2.309], [-0.598, 3.669, 3.387], [-2.026, 1.741, 4.205], [-0.335, 1.302, 3.924], [-3.338, -0.006, 3.456], [-3.120, -0.578, 1.792], [-3.616, 1.111, 2.089], [0.079, -2.343, -4.409], [1.130, -1.813, -3.495], [2.386, -2.335, -3.347], [3.245, -1.764, -2.409], [2.868, -0.719, -1.648], [1.673, -0.202, -1.820], [1.203, 1.228, -0.922], [0.822, -0.738, -2.729], [4.628, -2.276, -2.202], [0.467, -3.164, -5.006], [-0.283, -1.561, -5.080], [-0.763, -2.705, -3.815], [2.695, -3.178, -3.947], [-0.093, -0.317, -2.834], [4.767, -3.267, -2.627], [4.868, -2.280, -1.141], [5.329, -1.589, -2.685]],
  "forces_ev_per_angstrom": [[0.213, 0.273, 0.056], [0.006, -0.144, -0.037], [-0.051, 0.327, -0.126], [-0.087, -0.297, -0.076], [0.083, 0.204, 0.268], [-0.013, -0.228, -0.081], [0.232, 0.055, 0.173], [-0.117, 0.001, -0.114], [-0.017, -0.044, -0.010], [-0.070, 0.033, -0.051], [0.094, -0.100, 0.055], [-0.170, 0.098, -0.002], [-0.153, 0.259, -0.164], [0.078, -0.124, 0.064], [0.019, -0.055, 0.008], [0.089, -0.029, 0.064], [-0.199, -0.059, -0.095], [0.125, -0.131, 0.157], [-0.009, 0.022, -0.007], [0.039, -0.004, 0.004], [0.003, -0.044, 0.006], [0.004, -0.018, 0.005], [0.031, 0.031, 0.011], [-0.018, 0.015, -0.008], [-0.032, -0.035, -0.009], [-0.012, 0.009, -0.030], [-0.086, -0.044, 0.130], [0.027, 0.000, -0.197], [0.095, 0.100, -0.075], [-0.094, -0.111, 0.010], [0.066, -0.029, -0.131], [0.064, 0.024, 0.018], [0.026, 0.018, 0.038], [-0.030, 0.003, -0.005], [0.029, -0.050, -0.014], [-0.043, 0.010, -0.029], [0.052, 0.062, -0.005], [-0.054, -0.048, 0.018], [0.048, -0.041, 0.017], [-0.001, -0.020, 0.052], [0.021, -0.021, -0.025], [-0.012, 0.035, -0.005], [0.037, 0.104, 0.057], [-0.249, 0.016, -0.066], [0.106, -0.117, -0.048], [0.122, 0.068, 0.147], [-0.074, -0.004, -0.048], [0.226, -0.194, 0.326], [-0.159, 0.110, -0.237], [-0.137, 0.009, -0.064], [-0.050, 0.070, 0.004], [0.024, 0.014, 0.005], [0.020, -0.013, 0.022], [-0.020, -0.006, 0.020], [-0.012, 0.000, 0.038], [0.013, 0.049, -0.013], [-0.013, -0.003, -0.005], [-0.004, -0.005, 0.001], [-0.004, 0.000, 0.000]]
}

---

Record 2
{
  "formula": "C22H26F3N5O",
  "method": "ωB97M-V/def2-TZVPD",
  "charge": 0,
  "total_energy_ha": -1502.5862,
  "smiles": "Cc1cnc(C(=O)N2CCC[C@@H](N3CCN(c4cccc(C(F)(F)F)c4)CC3)C2)cn1",
  "homo_ev": -8.224,
  "elements": ["C", "C", "C", "N", "C", "C", "O", "N", "C", "C", "C", "C", "N", "C", "C", "N", "C", "C", "C", "C", "C", "C", "F", "F", "F", "C", "C", "C", "C", "C", "N", "H", "H", "H", "H", "H", "H", "H", "H", "H", "H", "H", "H", "H", "H", "H", "H", "H", "H", "H", "H", "H", "H", "H", "H", "H", "H"],
  "positions_angstrom": [[-2.945, -3.842, 1.078], [-1.647, -3.282, 0.605], [-1.556, -2.408, -0.481], [-0.396, -1.995, -0.953], [0.710, -2.444, -0.359], [2.021, -2.204, -1.044], [2.755, -3.153, -1.265], [2.291, -0.950, -1.455], [3.438, -0.704, -2.306], [4.477, 0.160, -1.598], [3.826, 1.436, -1.071], [2.653, 1.064, -0.153], [2.160, 2.245, 0.524], [1.213, 3.100, -0.168], [-0.199, 3.013, 0.449], [-0.428, 1.695, 1.001], [-1.635, 1.051, 0.883], [-2.114, 0.192, 1.885], [-3.332, -0.444, 1.762], [-4.116, -0.271, 0.636], [-3.629, 0.542, -0.382], [-4.454, 0.679, -1.627], [-4.580, -0.497, -2.277], [-5.710, 1.089, -1.368], [-3.953, 1.547, -2.517], [-2.414, 1.188, -0.275], [0.447, 1.384, 2.114], [1.797, 2.100, 1.911], [1.634, 0.241, -0.979], [0.621, -3.260, 0.767], [-0.544, -3.661, 1.243], [-3.095, -4.823, 0.627], [-3.772, -3.200, 0.790], [-2.922, -3.972, 2.156], [-2.435, -2.042, -0.993], [3.857, -1.674, -2.577], [3.087, -0.196, -3.212], [5.282, 0.401, -2.293], [4.905, -0.402, -0.765], [4.545, 2.031, -0.509], [3.464, 2.043, -1.903], [3.044, 0.399, 0.626], [1.186, 2.834, -1.222], [1.562, 4.139, -0.095], [-0.293, 3.757, 1.255], [-0.950, 3.250, -0.300], [-1.542, 0.033, 2.784], [-3.679, -1.077, 2.564], [-5.076, -0.750, 0.537], [-2.067, 1.784, -1.103], [0.013, 1.694, 3.078], [0.601, 0.301, 2.137], [2.583, 1.556, 2.437], [1.751, 3.107, 2.336], [0.766, -0.023, -0.379], [1.291, 0.814, -1.846], [1.504, -3.598, 1.291]],
  "forces_ev_per_angstrom": [[-0.014, 0.002, -0.061], [0.149, 0.176, -0.077], [-0.063, -0.173, 0.104], [0.356, 0.062, -0.189], [-0.468, -0.298, 0.249], [0.072, -0.047, 0.000], [0.036, -0.206, 0.106], [0.115, 0.117, -0.216], [0.430, -0.271, -0.103], [-0.226, 0.119, -0.238], [0.121, -0.408, 0.343], [0.166, 0.157, -0.431], [-0.085, -0.012, 0.113], [0.036, 0.246, 0.074], [0.076, 0.120, -0.074], [0.402, 0.063, 0.009], [-0.375, -0.293, 0.026], [0.273, 0.195, 0.023], [-0.254, -0.026, -0.199], [0.060, 0.041, -0.003], [0.018, 0.045, 0.050], [-0.273, 0.037, -0.329], [0.100, -0.197, 0.070], [-0.041, 0.018, 0.219], [0.247, 0.125, 0.047], [-0.156, -0.013, -0.043], [0.094, 0.002, 0.011], [-0.115, -0.032, 0.022], [-0.103, 0.177, 0.558], [0.255, 0.235, -0.301], [-0.219, -0.174, 0.225], [-0.068, -0.069, -0.007], [-0.123, 0.005, -0.003], [-0.035, 0.019, 0.062], [-0.170, -0.013, 0.041], [-0.083, 0.159, -0.051], [0.009, -0.010, 0.001], [0.063, -0.051, -0.008], [0.051, -0.044, 0.012], [-0.039, 0.062, 0.011], [-0.071, 0.107, -0.077], [-0.038, -0.018, -0.026], [-0.012, 0.026, -0.042], [-0.147, -0.006, -0.133], [-0.050, 0.027, -0.096], [0.012, 0.042, 0.075], [0.090, 0.027, 0.090], [-0.024, -0.079, 0.094], [-0.105, -0.067, 0.007], [0.035, 0.042, -0.064], [-0.002, -0.089, 0.020], [-0.030, 0.005, 0.067], [-0.042, 0.062, 0.057], [0.010, -0.058, 0.109], [0.092, 0.119, -0.104], [-0.076, 0.029, 0.043], [0.141, -0.016, -0.064]]
}

---

Record 3
{
  "formula": "C22H26GeI2PPd",
  "method": "ωB97M-V/def2-TZVPD",
  "s_squared": 8.80,
  "charge": 4,
  "multiplicity": 6,
  "total_energy_ha": -3993.6854,
  "homo_ev": [-19.640, -19.478],
  "elements": ["Pd", "I", "C", "I", "H", "H", "C", "C", "C", "C", "C", "C", "Ge", "C", "C", "C", "C", "C", "C", "C", "C", "C", "C", "C", "C", "H", "H", "H", "H", "H", "H", "H", "H", "H", "H", "H", "H", "H", "H", "H", "C", "P", "C", "C", "H", "H", "H", "H", "H", "H", "H", "H", "H"],
  "positions_angstrom": [[0.382, 0.875, -1.541], [0.747, -1.095, -3.592], [-1.016, -0.186, -4.462], [-1.848, 1.324, -3.148], [-1.766, -0.958, -4.629], [-0.728, 0.291, -5.399], [2.487, -4.265, 1.558], [2.948, -2.993, 1.272], [2.030, -1.984, 1.000], [0.685, -2.310, 0.967], [0.208, -3.568, 1.272], [1.142, -4.572, 1.534], [-0.537, -0.760, 0.328], [-2.491, -1.492, 0.415], [-3.447, -0.916, 1.227], [-4.772, -1.336, 1.075], [-5.070, -2.332, 0.167], [-4.102, -2.906, -0.633], [-2.775, -2.502, -0.489], [-0.344, 0.627, 1.879], [-0.329, 0.270, 3.210], [-0.233, 1.292, 4.157], [-0.178, 2.606, 3.743], [-0.181, 2.949, 2.403], [-0.265, 1.941, 1.448], [3.200, -5.029, 1.868], [4.005, -2.757, 1.265], [2.377, -0.974, 0.812], [-0.844, -3.809, 1.318], [0.782, -5.576, 1.735], [-3.226, -0.153, 1.961], [-5.537, -0.869, 1.685], [-6.089, -2.717, 0.118], [-4.339, -3.669, -1.364], [-2.008, -2.974, -1.092], [-0.395, -0.758, 3.548], [-0.210, 1.024, 5.208], [-0.151, 3.396, 4.492], [-0.145, 3.985, 2.092], [-0.311, 2.185, 0.368], [2.924, 2.498, -3.638], [2.025, 2.635, -2.069], [1.201, 4.257, -2.043], [3.229, 2.519, -0.704], [3.688, 3.283, -3.659], [2.266, 2.651, -4.495], [3.426, 1.535, -3.737], [1.966, 5.037, -2.058], [0.588, 4.394, -1.152], [0.571, 4.379, -2.925], [3.881, 3.397, -0.729], [3.851, 1.630, -0.835], [2.727, 2.483, 0.267]],
  "forces_ev_per_angstrom": [[0.001, -0.212, -0.972], [-0.561, 0.674, 0.070], [-0.010, 0.015, -0.067], [0.593, -0.495, -0.169], [0.081, 0.067, 0.173], [0.037, 0.014, 0.198], [0.606, -2.028, 0.649], [0.231, 3.029, -0.730], [1.649, -0.648, 0.616], [-0.653, 2.822, -1.286], [0.430, -2.667, 0.837], [-2.260, 0.065, -0.357], [-1.613, -1.149, 1.918], [2.728, 0.781, -0.177], [-1.066, 0.410, -0.109], [0.782, 0.443, 0.671], [-1.126, -0.463, -0.003], [1.079, -0.275, -0.126], [-0.750, -0.231, -0.675], [-0.002, -1.647, -3.080], [-0.001, 0.862, 2.930], [-0.027, -2.817, 0.066], [0.035, 1.026, 1.957], [-0.086, -0.058, -3.402], [-0.111, 2.173, 0.510], [-0.102, 0.094, -0.012], [0.071, -0.204, -0.019], [0.011, -0.082, -0.030], [-0.114, 0.131, -0.030], [0.185, 0.020, 0.043], [0.093, 0.137, -0.076], [-0.037, -0.221, -0.005], [0.164, 0.285, -0.173], [-0.142, -0.067, 0.167], [0.022, 0.094, -0.067], [-0.048, 0.015, -0.092], [-0.001, 0.213, 0.005], [-0.023, -0.061, -0.065], [0.059, 0.056, 0.159], [-0.015, 0.013, 0.700], [-0.118, -0.130, 0.070], [0.262, 0.326, -0.005], [-0.016, -0.258, 0.035], [-0.237, -0.051, -0.186], [-0.041, 0.035, 0.104], [-0.073, -0.002, 0.094], [-0.034, 0.000, 0.080], [0.083, -0.037, -0.007], [0.047, -0.040, 0.029], [0.040, -0.073, -0.010], [-0.008, 0.052, -0.047], [-0.054, 0.032, 0.000], [0.039, 0.032, -0.102]]
}

---

Record 4
{
  "formula": "C22H26N2O3",
  "method": "ωB97M-V/def2-TZVPD",
  "charge": 0,
  "total_energy_ha": -1188.5090,
  "homo_ev": -7.952,
  "elements": ["C", "H", "O", "C", "C", "C", "C", "C", "C", "N", "C", "O", "C", "C", "H", "H", "C", "N", "C", "O", "C", "C", "C", "C", "C", "C", "C", "H", "H", "H", "H", "H", "H", "H", "C", "C", "H", "H", "H", "H", "H", "H", "H", "H", "H", "C", "H", "H", "H", "H", "H", "H", "H"],
  "positions_angstrom": [[4.229, 3.396, -0.462], [3.542, 4.127, -0.428], [3.751, 2.250, -0.250], [4.433, 0.998, -0.315], [5.735, 0.829, -0.811], [6.349, -0.283, -0.637], [5.696, -1.514, -0.185], [4.424, -1.343, -0.102], [3.684, -0.151, -0.038], [2.429, -0.124, 0.415], [1.481, -0.856, 0.835], [1.723, -2.136, 0.792], [0.139, -0.775, 1.028], [-0.789, -0.973, 0.046], [-0.547, -0.567, -1.046], [-0.764, -2.167, -0.015], [-2.229, -0.902, 0.413], [-2.449, 0.620, 0.697], [-2.971, 1.684, -0.205], [-3.072, 2.815, 0.226], [-3.943, 1.034, -1.398], [-5.143, 0.246, -0.702], [-5.789, 0.613, 0.309], [-6.893, -0.253, 0.843], [-7.137, -1.293, -0.265], [-6.306, -1.792, -1.144], [-5.329, -1.198, -1.550], [-4.726, -1.132, -2.451], [-6.704, -2.752, -1.571], [-7.919, -2.128, 0.372], [-7.400, 0.090, 1.485], [-5.580, 1.382, 0.662], [-3.218, 0.558, -1.996], [-4.332, 1.789, -1.835], [-1.611, 1.075, 1.708], [-0.061, 1.102, 1.415], [0.159, 1.482, 0.306], [0.514, 1.280, 2.468], [-1.874, 0.650, 2.635], [-1.891, 2.335, 1.932], [-2.467, -1.361, 1.430], [-3.069, -0.987, -0.199], [-0.263, -1.183, 2.079], [2.006, 0.733, 0.423], [3.836, -2.216, 0.217], [6.679, -2.755, -0.400], [6.483, -3.331, 0.596], [6.257, -3.471, -1.141], [7.610, -2.442, -0.673], [7.313, -0.124, -0.930], [6.250, 1.964, -0.975], [4.557, 3.456, -1.634], [5.194, 3.697, 0.027]],
  "forces_ev_per_angstrom": [[7.121, 3.348, -5.248], [-2.610, 2.553, 0.806], [-2.813, -8.105, 2.364], [-2.143, 1.038, -0.772], [-2.334, 8.754, 0.980], [0.567, -4.200, 0.838], [7.557, 1.768, -4.104], [-5.510, -2.740, 2.453], [3.970, 0.182, -0.558], [-1.342, 4.161, 0.135], [3.549, -12.246, -1.419], [0.289, 1.373, 0.845], [-2.910, 8.137, 8.287], [-2.692, -5.923, -6.622], [-0.505, -0.669, 2.384], [0.570, 1.704, -0.915], [-0.300, 5.023, 3.061], [-0.588, 0.885, -2.121], [-2.563, -2.942, 1.897], [0.611, -0.554, -1.463], [2.435, -2.722, 6.884], [6.007, -5.335, -9.243], [-7.473, -11.356, 0.063], [9.228, -5.160, -16.264], [-6.139, 0.849, 13.308], [-6.402, -8.376, -1.451], [8.471, 10.997, -0.823], [0.014, -1.087, 0.318], [0.748, 0.732, -0.007], [1.773, 2.297, -2.745], [-7.614, 3.810, 9.110], [3.211, 12.432, 6.287], [0.099, -1.397, -1.019], [-2.403, 5.343, -3.331], [1.387, 6.526, 0.809], [-0.984, -3.647, 0.122], [-0.119, 0.156, 2.906], [-0.882, 0.186, -3.192], [0.162, -0.967, 1.249], [0.514, -3.682, -0.651], [0.462, 0.229, -1.385], [-0.556, -1.649, -1.836], [1.443, 0.486, -2.355], [-0.082, 3.777, -0.406], [-0.070, 0.279, -0.448], [-6.352, -1.579, 3.057], [1.510, 0.715, -1.591], [0.286, 0.743, 0.192], [2.504, 0.648, -0.134], [3.056, -1.061, -0.424], [-0.957, -3.638, -0.042], [-0.370, 0.206, 1.933], [-0.830, -0.304, 0.283]]
}